No. 1
Below is a structure of composition C14H24BaN4O5, with properties calculated with the ωB97M-V functional and the def2-TZVPD basis.

```
48
Properties=species:S:1:pos:R:3:forces:R:3
Ba -0.92942 0.21928 -0.38463 -1.401 0.042 -0.195
O 1.48907 3.50150 0.76707 -0.308 -1.540 -0.655
O 2.67870 -0.10154 -0.03613 -0.530 -0.837 0.288
O -3.38316 -1.11816 -0.14880 0.380 0.757 0.338
O -2.36544 -1.33117 -2.73163 -0.808 0.618 -0.568
O 0.52252 0.43528 -3.68373 -0.179 -0.044 0.490
N 0.67253 1.09779 -2.45730 1.864 3.025 -1.225
N 1.28153 2.48402 -0.25754 0.858 2.957 -1.326
N -0.28525 -2.09861 0.59076 -1.384 -0.265 -0.422
N 0.09222 0.11795 2.34189 0.056 0.668 0.841
C -0.95482 -4.65275 1.47788 -0.043 -0.163 -0.740
C -2.51928 2.52962 -0.13877 0.733 -0.105 0.353
C -0.77551 -3.00386 -0.24434 0.455 -0.179 0.405
C -0.37091 -2.30262 1.91960 0.507 -1.407 0.448
C 1.36092 2.24697 -2.61346 -1.453 -3.242 -0.539
C 0.15923 -1.54283 4.16269 -0.238 0.192 -0.473
C 2.30712 4.39309 -1.47635 -0.401 -0.387 -0.159
C -0.38902 -3.86138 3.77421 -0.156 -0.048 0.380
C -1.07455 -4.33217 0.15061 0.026 0.934 0.062
C -0.60407 -3.65242 2.40072 0.411 1.836 0.211
C -0.08691 -1.23690 2.85233 0.406 0.091 -0.575
C 1.66084 3.02451 -1.41697 -0.910 -0.584 3.314
C -0.00930 -2.85726 4.61806 0.137 -0.038 0.223
C 1.82734 2.68364 -3.97857 0.000 -0.149 0.401
H 2.92367 2.47519 -4.03891 -0.787 0.199 -0.246
H 3.13286 4.32024 -2.18936 0.007 0.292 0.135
H 2.64436 4.67629 -0.46056 -0.124 -0.032 -0.969
H -0.51790 -4.84581 4.16508 -0.114 -0.587 0.234
H 1.25373 2.04913 -4.68006 0.679 0.787 0.007
H -1.14343 -5.67586 1.78140 0.075 0.085 0.282
H 0.50167 -0.76499 4.84047 -0.220 -0.069 -0.022
H -1.37395 -5.01600 -0.62585 -0.141 -0.284 0.147
H -2.65849 -0.42277 -2.97849 0.005 -1.009 0.297
H 2.96452 0.80523 -0.03169 0.244 0.473 -0.243
H 1.64471 3.77035 -4.12248 0.153 -0.756 -0.013
H -1.91390 2.80929 -1.02226 -0.261 0.190 0.621
H 1.56765 5.12603 -1.86282 0.463 -0.303 0.294
H -3.39133 1.90361 -0.30710 0.035 0.136 0.108
H -3.21039 -1.74275 -2.39205 1.212 0.797 0.356
H -2.10394 2.60574 0.89732 -0.357 0.291 -0.894
H -0.95477 -2.70244 -1.29354 0.429 -0.144 0.572
H 0.16849 -3.02640 5.67220 -0.029 -0.313 -0.055
H 3.17522 -0.59374 -0.69320 0.183 0.209 -0.057
H -0.71259 0.73847 2.54524 0.034 -0.852 -0.094
H 1.04448 3.13119 1.54076 -0.014 -0.106 -0.180
H 0.82433 0.58800 2.90123 -0.209 -0.603 -0.593
H -4.02691 -0.59881 0.37939 0.562 -0.568 -0.562
H -0.14247 -0.25116 -3.51234 0.154 0.037 -0.001
```
Positions in Å, forces in eV/Å.

The value obtained for the HOMO energy is -4.7 eV. Its gap between HOMO and LUMO is 3.92 eV. The value obtained for the strongest force on any atom is 0.0731 hartree/bohr. The calculation puts the energy above the lowest of the compared OMol25 structures with the same formula, charge and spin at 58.9 kcal/mol.

=====

No. 2
Below is a structure of composition C53H44CdF5GeN7S2, with properties calculated with the ωB97M-V functional and the def2-TZVPD basis.

```
113
Properties=species:S:1:pos:R:3:forces:R:3
Cd 0.15412 0.31069 -0.10625 0.258 -0.268 0.169
Ge 0.19697 -2.33804 -0.21938 -0.013 -0.006 -0.021
S 1.11902 0.15738 -3.35660 0.118 -0.019 -0.148
S 0.89836 0.35849 2.70878 -0.188 0.143 0.065
F 2.46070 5.11506 -1.65621 -0.179 -0.079 0.077
F 0.28019 6.62551 -1.02634 -0.002 -0.275 0.039
F -1.99913 2.78072 0.38594 0.117 0.051 -0.035
F 2.42581 2.46674 -1.30157 -0.237 0.103 0.069
F -1.94463 5.42392 0.00119 0.124 -0.081 -0.038
N -2.81653 0.76865 3.19519 0.305 0.296 -0.242
N 0.53361 1.77149 -5.41547 0.158 0.046 -0.028
N -0.56657 -0.12524 -5.45494 0.063 -0.006 0.048
N -2.96039 -0.04978 0.93688 0.011 -0.452 0.166
N -2.37093 0.11416 -0.23231 -0.236 0.306 -0.240
N 2.87583 -0.13732 0.43639 0.145 0.004 -0.150
N -1.93545 0.72523 4.23401 -0.112 -0.274 -0.018
C -2.64648 0.37802 2.05446 -0.378 0.081 0.254
C 5.28445 -0.12492 0.63404 0.007 -0.020 0.066
C -2.66180 0.19469 -2.57874 0.000 0.030 -0.025
C -0.04632 -3.45483 3.88014 -0.008 0.007 0.000
C 0.33871 -2.92345 2.65742 -0.011 0.024 0.006
C -1.14752 1.78375 6.21617 -0.004 0.044 0.037
C -5.41992 -0.05042 -2.32502 -0.001 0.000 0.016
C -1.49805 -4.00924 1.59286 0.026 -0.017 -0.017
C -0.99038 -3.18579 -1.57210 0.034 0.036 -0.070
C -1.17056 -4.26404 3.96386 0.011 -0.013 0.005
C 0.24609 5.28722 -0.86409 0.007 0.135 -0.036
C -3.21605 -3.52029 -2.49828 0.003 -0.008 -0.010
C 2.77458 2.38318 2.09958 0.041 -0.061 -0.008
C -4.63332 -0.02737 -1.18795 -0.014 -0.037 -0.019
C -0.81271 -1.53093 -5.24671 -0.035 0.000 -0.019
C -2.17810 1.58691 5.29548 -0.011 0.121 0.033
C -1.34439 2.61344 7.30381 -0.001 -0.009 0.023
C -2.56333 3.25319 7.49888 -0.006 -0.016 -0.048
C 6.39369 1.34566 2.16082 -0.005 -0.028 -0.012
C -0.91373 0.52135 -6.70599 -0.050 0.057 0.003
C -1.31924 -4.46941 -3.61008 0.014 -0.028 0.008
C -0.48458 -3.93772 -2.63376 -0.015 -0.065 0.053
C 2.10548 4.73905 2.11155 -0.059 -0.046 0.017
C 3.74691 -4.73156 0.06899 0.018 0.003 -0.005
C 2.72642 -2.84209 -1.66683 -0.026 0.046 -0.016
C -2.68836 -4.25533 -3.55107 -0.007 0.000 -0.009
C -1.89225 -4.54431 2.81373 0.003 0.012 -0.004
C 6.45279 0.33652 1.21006 0.008 0.025 -0.002
C 1.29779 3.14237 -0.98978 0.187 0.033 -0.084
C 0.18919 2.48408 -0.49537 -0.005 -0.087 0.008
C 0.35585 0.59134 -4.76602 -0.147 -0.016 0.147
C 1.47250 2.02143 2.50261 0.069 -0.020 -0.094
C 4.49761 -4.33967 -1.02979 -0.014 -0.013 0.012
C -3.46337 0.18219 -3.70291 -0.030 0.015 0.018
C 4.04239 0.41421 0.97507 -0.128 -0.003 0.105
C 3.97104 1.49954 1.86816 0.006 0.050 -0.005
C -2.37478 -3.00026 -1.52505 0.018 0.040 0.003
C -3.39688 2.23346 5.47461 -0.043 -0.013 0.028
C 5.16600 1.90950 2.46629 0.003 0.029 0.032
C -3.57967 3.05597 6.57590 0.000 0.027 0.038
C 3.97896 -3.39429 -1.90296 0.000 -0.002 -0.012
C -3.24135 0.08815 -1.30729 0.129 0.053 0.104
C -0.38073 -3.18046 1.48779 -0.051 0.032 -0.027
C 3.04261 3.74620 1.90155 0.015 0.021 -0.008
C -0.43739 1.96188 -6.47723 -0.025 0.013 -0.061
C -0.88021 4.67441 -0.34782 -0.054 0.021 -0.029
C -0.87345 3.29953 -0.17359 -0.120 0.109 -0.046
C 1.34855 4.51593 -1.18361 0.078 0.018 -0.058
C 0.53712 3.04356 2.71705 -0.003 -0.007 0.070
C 0.83415 4.37849 2.53725 0.076 0.000 0.037
C 1.95539 -3.21737 -0.56191 0.008 0.057 0.020
C 2.49346 -4.17741 0.29624 -0.048 -0.017 -0.018
C -4.84387 0.05373 -3.58589 0.013 0.002 -0.001
H -2.71245 3.90268 8.35015 -0.007 0.018 0.028
H -1.48020 -4.67291 4.91756 -0.007 -0.004 0.016
H -5.46739 0.03490 -4.47033 -0.007 0.005 -0.015
H 0.58044 -4.12543 -2.69635 0.038 0.019 -0.021
H -5.07496 -0.10740 -0.20507 -0.015 -0.004 0.018
H -1.26071 2.60881 -6.15935 -0.003 -0.026 0.022
H -0.89616 -5.05256 -4.41999 0.011 -0.010 -0.011
H -2.07222 -4.25606 0.70903 -0.021 0.003 -0.028
H -3.34022 -4.66228 -4.31452 -0.011 -0.012 -0.012
H -2.81153 -2.43194 -0.71258 0.005 -0.021 0.022
H 0.07188 5.12777 2.70883 -0.033 0.029 0.003
H 7.29152 1.69932 2.65072 0.011 0.004 0.006
H 5.47789 -4.76582 -1.20284 0.017 -0.004 -0.002
H -0.51030 -1.79374 -4.23732 0.003 -0.001 0.025
H 5.11939 2.71632 3.18819 0.006 0.000 -0.007
H -1.87593 -1.74651 -5.35864 -0.003 0.004 -0.004
H 3.05401 -0.96269 -0.12398 0.070 0.057 0.086
H -6.49384 -0.14591 -2.22873 -0.020 -0.004 0.004
H -4.18584 2.09098 4.74949 0.001 0.009 0.010
H -1.98863 0.46124 -6.88698 0.014 -0.008 -0.042
H 2.24061 -0.35674 1.20815 -0.033 -0.035 -0.123
H 1.92785 -4.50308 1.16061 -0.017 0.018 0.024
H -0.24689 -2.14039 -5.95964 0.015 -0.007 0.004
H 2.34897 -2.09322 -2.35548 -0.022 0.010 -0.011
H -0.39625 0.04307 -7.54619 0.030 0.012 0.004
H 4.13956 -5.46889 0.75835 0.010 -0.016 0.013
H -0.46524 2.75909 3.01443 -0.015 0.013 0.007
H 4.02572 4.02180 1.54126 0.012 0.003 -0.003
H -3.00703 0.26738 -4.67997 0.006 0.011 -0.015
H -4.28299 -3.34481 -2.43700 -0.035 0.015 0.009
H 1.21424 -2.28646 2.62489 0.032 0.013 -0.011
H 0.02333 2.39121 -7.36676 -0.042 0.002 0.013
H 4.55202 -3.07645 -2.76554 0.009 0.008 -0.017
H 0.97075 2.52965 -4.91740 -0.049 -0.054 -0.005
H 7.40207 -0.10595 0.93324 0.003 -0.003 0.002
H 0.52738 -3.22349 4.76908 0.012 0.003 0.012
H -0.95897 0.62301 3.93247 0.185 -0.143 -0.087
H 5.30828 -0.94385 -0.07646 0.003 -0.016 -0.012
H -0.19518 1.29420 6.05769 0.036 -0.024 -0.018
H -4.53169 3.55495 6.70657 -0.017 0.011 0.005
H 2.35959 5.77442 1.92692 0.006 0.041 -0.007
H -1.58385 0.27657 -2.65913 0.023 -0.007 0.004
H -2.76718 -5.18132 2.86350 -0.017 -0.011 0.001
H -0.53365 2.76515 8.00522 0.006 0.004 0.005
```
Positions in Å, forces in eV/Å.

As for the total charge: -1. The value obtained for the HOMO energy (spin up / spin down) is -4.6 / -4.6 eV. As for the spin multiplicity: 2. Its gap between HOMO and LUMO (spin up / spin down) is 6.66 / 5.52 eV. The value obtained for the strongest force on any atom is 0.0095 hartree/bohr. The calculation puts the energy above the lowest of the compared OMol25 structures with the same formula, charge and spin at 44.3 kcal/mol.

=====

No. 3
Below is a structure of composition C11H16ClF13NbO3P2, with properties calculated with the ωB97M-V functional and the def2-TZVPD basis.

```
47
Properties=species:S:1:pos:R:3:forces:R:3
Nb 1.61121 -0.18849 -0.68452 -0.172 -0.443 1.657
Cl 2.82522 2.57662 4.01664 0.141 0.060 0.101
P 5.29386 0.91582 -0.99843 -0.197 -0.339 0.295
P 3.98426 -0.67848 -1.58588 0.279 0.256 -0.251
F -2.88499 1.12234 0.92137 -0.553 -0.217 -0.050
F -4.95601 0.78289 1.52851 0.194 -0.041 -0.108
F -5.59612 3.20086 0.35796 -0.301 -0.612 -0.487
F -1.19037 -1.76799 1.06567 0.106 0.242 0.178
F -6.24087 2.71534 -1.68380 0.111 -0.135 0.751
F -2.38019 -3.41161 0.30119 -0.170 -0.262 0.113
F -2.19562 -0.24283 -1.15894 -0.005 0.123 -0.024
F -5.08886 -1.43506 -0.08162 0.128 0.137 0.236
F -3.67155 -1.43321 1.57428 -0.122 0.145 -0.268
F -4.80985 0.51900 -1.76228 -0.114 -0.134 -0.046
F -3.34278 -2.00867 -1.68460 -0.035 0.009 -0.040
F -6.85786 1.44175 -0.02637 0.206 0.372 -0.230
F -3.63273 2.23922 -1.13149 -0.161 -0.140 -0.048
O 5.59816 0.92556 0.44758 0.047 -0.111 0.225
O 4.74050 2.32481 -1.49867 -0.164 -0.210 -0.630
O 6.68008 0.75651 -1.82658 -0.184 0.165 -0.236
C 3.25582 1.46757 2.66302 -0.752 -0.254 -0.140
C 2.07202 0.58545 2.30252 0.396 0.349 -0.255
C -0.62141 -2.64489 -1.08383 0.719 -0.513 0.250
C -4.57624 1.35772 -0.74579 0.492 0.658 0.152
C -4.06134 0.59856 0.52292 0.277 0.137 0.327
C -2.77074 -1.34590 -0.65282 0.048 -0.294 -0.024
C -3.90476 -0.93096 0.34157 -0.108 -0.247 0.216
C 2.54161 -0.55470 1.38133 0.149 -0.156 -0.812
C 0.82787 -2.33896 -0.65967 -1.214 0.716 -0.029
C -5.85587 2.19266 -0.49674 -0.247 0.321 -0.259
C -1.69290 -2.28535 -0.06605 0.089 0.028 -0.422
H 0.96324 -0.03494 -2.40107 0.478 -0.544 -0.488
H 4.10433 0.86297 2.93518 0.360 0.105 0.294
H 1.04353 -2.83148 0.27980 0.037 -0.063 0.354
H 2.04333 1.59561 -0.59624 -0.657 0.115 0.155
H 3.62566 -0.60523 1.35397 0.246 -0.043 0.140
H -0.72586 -3.71793 -1.21325 -0.237 -0.294 -0.104
H 1.59087 0.20808 3.19609 -0.042 -0.227 0.273
H 0.08539 0.42800 0.08929 0.295 0.358 -0.347
H 5.21120 3.01245 -1.02565 0.142 0.404 0.205
H -0.80975 -2.20609 -2.05258 -0.269 0.317 -0.165
H 1.44837 -2.84760 -1.39907 0.323 0.142 -0.260
H 1.35079 1.23677 1.82406 -0.370 0.111 -0.083
H 2.18281 -1.49946 1.77549 -0.043 -0.310 -0.065
H 7.28670 0.37831 -1.18534 0.352 -0.153 0.063
H 3.48663 2.08973 1.81474 0.366 0.181 -0.165
H 4.01322 -0.52476 -2.99188 0.138 0.292 0.048
```
Positions in Å, forces in eV/Å.

As for the total charge: -1. The value obtained for the HOMO energy is -5.2 eV. Its gap between HOMO and LUMO is 7.30 eV. The value obtained for the strongest force on any atom is 0.0335 hartree/bohr.